Formula: C35H53NO2P3Pb
Source: the OMol25 dataset
Level of theory: ωB97M-V with the def2-TZVPD basis set

Summary:
orbital gap	6.447	eV
spin multiplicity	1
E_HOMO	-8.56	eV
lowest unoccupied orbital energy	-2.112	eV
charge	+1

The geometry in XYZ format:
```
95
Properties=species:S:1:pos:R:3:forces:R:3
Pb -1.2937 0.2133 -1.5124 0.68 -0.14 1.07
P -0.1993 -2.3438 -2.0105 -0.21 -1.29 -0.39
P -0.2173 2.7747 -1.7783 -0.26 1.20 -0.26
N 1.6914 0.2767 -2.9540 -0.10 -0.08 0.78
C 1.4677 -2.2108 -2.8038 0.29 -0.38 0.07
H 2.0562 -3.0925 -2.4999 -0.13 0.18 -0.25
H 1.3344 -2.2689 -3.8984 0.06 0.06 0.37
C 2.2852 -0.9649 -2.4224 0.06 0.00 -0.09
H 2.3688 -0.8888 -1.3249 -0.16 0.06 -0.32
H 3.3170 -1.0918 -2.8084 -0.29 -0.04 0.21
C 2.2968 1.4854 -2.3689 0.09 0.06 -0.09
H 3.2987 1.6522 -2.8172 -0.32 0.08 0.30
H 2.4575 1.3340 -1.2880 -0.20 -0.08 -0.34
C 1.4447 2.7482 -2.5963 0.28 0.35 0.14
H 1.2955 2.9241 -3.6749 0.04 -0.08 0.33
H 2.0199 3.6007 -2.1993 -0.11 -0.12 -0.29
C -0.0229 3.7697 -0.2017 0.34 -0.35 -0.29
C -1.2556 3.6687 0.7019 -0.06 -0.02 0.13
H -1.0064 4.1037 1.6793 -0.10 -0.08 -0.17
H -1.5596 2.6299 0.8733 0.08 0.12 -0.08
H -2.1088 4.2279 0.2980 0.25 -0.15 0.11
C -1.2943 3.7689 -2.9296 0.46 -0.07 -0.16
C -2.7194 3.9551 -2.3926 -0.05 0.08 -0.17
H -3.3399 4.3361 -3.2158 0.06 -0.09 0.24
H -2.7607 4.6982 -1.5842 0.04 -0.22 -0.25
H -3.1707 3.0149 -2.0453 0.13 0.20 -0.04
C -1.2613 -3.1631 -3.3054 0.44 0.10 -0.11
C -2.6913 -3.4186 -2.8161 -0.05 -0.06 -0.16
H -3.2971 -3.7127 -3.6842 0.05 0.06 0.25
H -3.1552 -2.5260 -2.3754 0.12 -0.16 -0.05
H -2.7365 -4.2430 -2.0921 0.04 0.23 -0.19
C -0.0109 -3.5663 -0.5952 0.33 0.31 -0.35
C -1.2616 -3.6289 0.2898 -0.04 0.02 0.21
H -0.9722 -3.9680 1.2958 -0.14 0.02 -0.20
H -2.0030 -4.3415 -0.0984 0.24 0.25 0.09
H -1.7469 -2.6539 0.4162 0.10 -0.17 -0.10
C -3.6904 0.0174 -0.0798 -2.80 -0.19 0.48
C -0.7078 5.0989 -3.4158 -0.25 0.19 -0.20
H -0.6716 5.8553 -2.6215 0.00 -0.28 -0.34
H 0.2955 4.9849 -3.8470 -0.23 0.06 0.14
H -1.3709 5.4852 -4.2038 0.25 0.01 0.12
C -0.6711 -4.4124 -3.9662 -0.24 -0.17 -0.24
H -1.3219 -4.6827 -4.8103 0.23 -0.02 0.11
H 0.3378 -4.2437 -4.3637 -0.21 -0.08 0.12
H -0.6473 -5.2735 -3.2872 0.00 0.31 -0.28
C 0.4387 -4.9793 -0.9830 0.15 -0.22 0.32
H 0.8265 -5.4790 -0.0821 -0.07 0.06 -0.21
H -0.4045 -5.5883 -1.3392 0.29 0.25 0.08
H 1.2401 -4.9966 -1.7327 -0.23 0.00 0.14
C 0.3895 5.2335 -0.3754 0.13 0.21 0.31
H -0.4659 5.8661 -0.6501 0.27 -0.24 0.05
H 0.7544 5.6072 0.5928 -0.06 -0.05 -0.21
H 1.1979 5.3798 -1.1024 -0.23 -0.02 0.10
H 0.8036 3.2315 0.2970 -0.21 0.10 -0.05
H 0.8003 -3.0992 -0.0058 -0.22 -0.09 -0.16
H -1.3488 3.0957 -3.8063 -0.05 0.17 0.23
H -1.3026 -2.3725 -4.0783 -0.07 -0.19 0.19
O -4.7864 -0.1142 0.2213 2.21 0.23 -0.54
H 1.8933 0.2998 -3.9431 -0.23 -0.01 -0.28
H -2.8809 0.2252 -2.3823 -1.11 0.08 -1.12
O -0.0922 0.3817 0.7557 0.87 -0.04 1.90
P 0.4277 -0.0697 2.1209 -1.09 0.53 -1.50
C -0.7974 -1.1509 2.8881 0.12 -0.13 0.61
C -0.4916 -1.9584 3.9938 -0.38 -0.04 -0.07
C -1.5024 -2.7112 4.5980 0.16 0.07 -0.07
C -2.8173 -2.6265 4.1352 0.02 0.12 -0.13
C -3.1313 -1.7807 3.0667 0.09 -0.12 0.20
C -2.1220 -1.0492 2.4549 0.14 0.14 -0.17
C 1.9932 -0.9192 1.9261 0.55 -0.39 0.20
C 2.1519 -2.2839 2.2198 0.30 0.20 0.02
C 3.4102 -2.8817 2.1056 -0.01 0.08 -0.14
C 4.5069 -2.1381 1.6639 -0.23 0.10 0.01
C 4.3432 -0.7929 1.3202 -0.22 0.08 -0.04
C 3.0932 -0.1845 1.4426 -0.03 -0.28 0.23
C 0.6029 1.3042 3.2806 0.37 -0.01 0.62
C 1.8354 1.6703 3.8445 -0.26 0.17 0.06
C 1.8961 2.6927 4.7952 -0.10 0.09 -0.01
C 0.7310 3.3447 5.2087 -0.01 -0.19 -0.24
C -0.5034 2.9666 4.6681 0.13 -0.11 -0.17
C -0.5670 1.9482 3.7155 0.07 0.10 0.10
H 0.5279 -1.9970 4.3817 -0.33 -0.01 -0.03
H -1.2504 -3.3638 5.4345 -0.14 0.19 -0.19
H -3.6068 -3.2055 4.6143 0.24 0.12 -0.10
H -4.1587 -1.6859 2.7122 0.26 -0.07 0.13
H -2.3468 -0.3788 1.6211 0.21 -0.31 0.40
H 1.3063 -2.8806 2.5632 0.27 0.19 -0.15
H 3.5310 -3.9337 2.3707 -0.02 0.31 -0.11
H 5.4902 -2.6006 1.5883 -0.25 0.09 0.02
H 5.1876 -0.2004 0.9669 -0.18 -0.22 0.09
H 2.9713 0.8752 1.2064 0.06 -0.30 0.00
H 2.7474 1.1521 3.5548 -0.20 0.13 0.11
H 2.8610 2.9809 5.2177 -0.31 -0.12 -0.12
H 0.7780 4.1418 5.9528 0.01 -0.26 -0.22
H -1.4222 3.4616 4.9879 0.29 -0.16 -0.06
H -1.5392 1.6348 3.3275 0.28 0.12 0.08
```
Positions in Å, forces in eV/Å.